[1]
DFT (ωB97M-V/def2-TZVPD) results for a cluster of 2 separate species, C21H43BrO8S in total in a non-equilibrium geometry.

Each line ends with the Mulliken charge.
Geometry (Å):
Br: -0.285 4.262 -2.000  -0.17
S: -2.549 1.629 -0.511  1.19
O: 4.281 -1.852 0.384  -0.40
O: -3.942 2.354 -0.676  -0.69
O: 4.169 1.709 -0.055  -0.40
O: -2.846 0.142 -0.195  -0.53
O: -4.789 0.433 2.688  -0.38
O: -2.195 1.819 2.162  -0.28
O: -1.699 1.686 -1.986  -0.35
O: 2.159 3.347 1.832  -0.37
C: 0.058 -3.682 -1.831  -0.75
C: 2.081 -4.741 -3.963  -1.26
C: -7.256 0.052 1.869  -0.94
C: -0.045 2.255 0.919  0.71
C: -0.340 2.229 -1.833  -0.20
C: -4.786 1.902 2.596  -0.39
C: -5.642 -0.104 1.598  -0.05
C: 0.482 1.674 -0.520  -0.47
C: -1.703 2.473 0.931  -0.40
C: -1.209 -3.475 -2.665  -0.54
C: -1.669 -2.025 -2.698  -0.96
C: 0.748 3.585 1.464  -0.77
C: 4.435 2.994 0.611  -0.52
C: 3.156 -2.298 1.219  0.11
C: -3.281 2.582 2.797  -0.40
C: 4.844 -0.569 0.830  -0.61
C: 3.773 0.665 0.948  0.91
C: 1.703 -3.279 -3.782  -0.55
C: 3.390 -2.174 2.836  -0.88
C: 3.056 3.910 0.809  -0.12
C: 1.299 -2.942 -2.345  0.26
H: -1.063 -3.839 -3.688  0.27
H: -7.838 -0.660 1.108  0.33
H: -0.917 -1.373 -3.152  0.20
H: 0.274 1.847 -2.783  0.49
H: -7.666 1.141 1.650  0.24
H: 2.564 -2.659 -4.058  0.40
H: 5.630 -0.247 -0.009  0.30
H: 3.399 5.022 1.037  0.31
H: 2.547 3.961 -0.270  0.16
H: 2.385 -4.927 -5.000  0.39
H: -2.013 -4.087 -2.236  0.36
H: 3.827 1.139 2.042  0.24
H: 0.902 -3.017 -4.480  0.28
H: 0.168 1.396 1.720  0.25
H: -1.875 -1.662 -1.686  0.20
H: -0.137 -3.359 -0.801  0.35
H: 5.496 -0.650 1.826  0.18
H: 0.200 3.916 2.471  0.20
H: -5.406 -1.254 1.523  0.28
H: 2.920 -5.009 -3.313  0.28
H: -2.586 -1.933 -3.286  0.44
H: 0.270 -4.755 -1.773  0.37
H: -5.280 2.275 1.603  0.27
H: 2.139 -3.167 -1.676  0.23
H: 2.742 -2.985 3.391  0.34
H: -5.388 0.369 0.535  0.16
H: 5.048 2.898 1.608  0.30
H: 0.458 0.491 -0.441  0.14
H: 1.631 1.969 -0.604  -0.04
H: -3.079 2.526 3.972  0.31
H: 2.157 -1.749 0.884  -0.07
H: 4.538 -2.233 3.120  0.25
H: 2.927 -1.124 3.163  0.17
H: 5.114 3.622 -0.137  0.32
H: 2.663 0.395 0.695  -0.63
H: -5.445 2.308 3.498  0.31
H: 2.968 -3.450 0.975  0.32
H: -3.307 3.724 2.533  0.26
H: 1.140 -1.859 -2.268  -0.25
H: 1.243 -5.408 -3.739  0.29
H: 0.704 4.516 0.757  0.26
H: -1.856 3.640 0.908  0.48
H: -7.596 -0.312 2.949  0.24

Its HOMO energy is -9.521 eV. The calculation puts the gap between HOMO and LUMO at 9.63 eV. For the maximum force, the calculation gives 8.62 eV Å⁻¹. As for the multiplicity: 1. The calculation puts the electronic energy at -4399.670905 hartree.



[2]
DFT (ωB97M-V/def2-TZVPD) results for a structure of composition C21H43LaN2OP3 in a non-equilibrium geometry.

Each line ends with the Mulliken charge.
Geometry (Å):
La: -0.248 -2.708 0.580  1.24
P: 2.030 -1.818 -1.277  0.57
P: 1.009 1.090 0.756  0.72
P: -2.760 1.684 -2.574  1.11
O: -2.658 -0.202 -0.716  -0.53
N: 0.254 -1.879 4.495  0.17
N: 0.899 -2.697 2.546  0.04
C: -3.557 0.550 -3.734  -1.27
C: 1.388 2.747 0.028  -1.10
C: -3.661 3.229 -2.551  -1.24
C: -0.552 -1.247 5.541  -0.89
C: 2.172 1.208 2.175  -1.21
C: -1.796 -4.156 1.394  -0.99
C: -4.682 -3.046 -1.680  -0.63
C: -3.491 -2.414 -1.360  0.03
C: -3.555 -1.186 -0.618  0.04
C: -5.899 -1.581 -0.194  -0.49
C: -1.000 1.878 -2.911  -0.87
C: 3.019 -0.315 -1.636  -1.27
C: 1.616 -2.193 4.605  -0.45
C: -1.097 -4.908 0.421  -0.90
C: -4.724 -0.957 0.171  -0.43
C: 2.013 -2.659 3.391  -0.50
C: 1.699 -2.446 -2.963  -1.17
C: 3.327 -2.962 -0.663  -1.27
C: -5.901 -2.594 -1.159  -0.47
C: -0.144 -2.189 3.255  -0.68
C: -0.539 1.526 1.629  -0.91
H: -0.225 -5.538 0.682  0.44
H: 3.198 1.270 1.790  0.41
H: -4.661 -0.194 0.948  0.52
H: -1.445 -0.796 5.091  0.34
H: 2.935 -3.982 -0.573  0.42
H: 3.846 -0.564 -2.324  0.50
H: -0.482 2.553 2.015  0.46
H: -0.439 1.170 -2.282  -0.04
H: -3.862 1.102 -4.632  0.46
H: -1.593 -5.211 -0.525  0.35
H: -4.675 -3.856 -2.411  0.48
H: -6.839 -3.088 -1.424  0.49
H: -4.354 3.215 -1.699  0.41
H: -0.718 2.910 -2.665  0.37
H: -1.530 -4.195 2.469  0.67
H: -2.868 -0.255 -4.019  0.38
H: -0.707 0.826 2.459  0.18
H: -6.836 -1.322 0.319  0.44
H: 2.166 -2.023 5.528  0.45
H: 2.082 0.311 2.800  0.13
H: 3.659 -2.627 0.329  0.29
H: 1.132 -1.685 -3.523  0.34
H: -2.544 -2.753 -1.787  0.57
H: -0.852 -1.977 6.311  0.35
H: 0.876 2.865 -0.936  0.11
H: 1.092 -3.364 -2.905  0.37
H: 4.183 -2.960 -1.348  0.43
H: -4.224 3.306 -3.490  0.44
H: -1.194 -2.088 2.904  0.69
H: 2.471 2.844 -0.131  0.42
H: 2.373 0.443 -2.110  0.27
H: 3.435 0.091 -0.699  0.34
H: -2.837 1.161 -1.251  0.03
H: 2.638 -2.674 -3.494  0.40
H: 1.064 3.541 0.715  0.45
H: -4.450 0.109 -3.276  0.34
H: -0.798 1.669 -3.973  0.47
H: 2.988 -2.960 3.055  0.48
H: 0.046 -0.455 6.013  0.37
H: 1.955 2.097 2.782  0.42
H: -1.379 1.438 0.926  0.07
H: -2.783 -3.722 1.165  0.44
H: -2.936 4.044 -2.455  0.41

Its HOMO energy (alpha / beta) is -16.266 / -15.452 eV. The calculation puts the gap between HOMO and LUMO (alpha / beta) at 7.12 / 4.68 eV. For the maximum force, the calculation gives 6.34 eV Å⁻¹. As for the multiplicity: 1. The net charge is +3. The calculation puts the electronic energy at -2065.311745 hartree.



[3]
DFT (ωB97M-V/def2-TZVPD) results for a cluster of 2 separate species, C21H43N4O10P2 in total in a non-equilibrium geometry.

Each line ends with the Mulliken charge.
Geometry (Å):
P: -3.457 3.035 -3.091  1.10
P: 4.663 -3.398 0.139  0.23
O: -1.407 -2.042 -0.469  -0.56
O: -3.859 2.335 -4.493  -0.29
O: 1.851 -1.343 4.131  -0.49
O: 3.929 -4.783 0.574  -0.44
O: 0.870 2.216 0.615  -0.18
O: -3.405 4.557 -3.520  -0.35
O: 4.087 -3.157 -1.363  -0.40
O: 2.006 4.142 0.859  -0.53
O: -3.858 2.125 -2.000  -0.76
O: -1.826 2.846 -3.120  -0.46
N: 3.819 -0.765 0.628  0.39
N: 3.064 -3.487 3.027  0.07
N: 4.477 -0.527 -0.594  -0.98
N: -1.411 -2.836 3.025  -0.27
C: 3.147 -2.245 2.355  -1.26
C: -3.699 5.314 -5.824  -1.09
C: 4.330 -4.025 3.580  -0.45
C: -2.069 -1.918 0.794  1.04
C: 1.834 1.253 3.135  -0.63
C: 2.507 -1.154 2.976  0.89
C: 3.228 0.278 1.241  -0.53
C: -0.782 0.926 -2.088  -0.89
C: 0.037 -2.766 3.183  -0.27
C: -2.720 4.976 -4.722  -0.07
C: 0.427 -1.531 3.976  -0.52
C: -6.235 2.830 -4.830  -0.94
C: -1.133 2.396 -1.960  -0.27
C: -1.819 -3.163 1.663  -1.02
C: -5.166 1.769 -4.642  -0.32
C: 5.431 -2.988 3.773  -0.95
C: 2.171 2.676 2.685  -1.05
C: 1.678 3.090 1.310  0.27
C: 3.793 -2.017 1.131  0.43
C: -3.560 -1.699 0.550  -1.73
C: 2.535 0.134 2.410  0.31
H: -1.721 2.581 -1.063  0.34
H: 2.968 -4.670 0.549  0.36
H: -4.073 4.413 -6.306  0.16
H: -4.059 -1.318 1.440  0.42
H: -0.418 0.523 -1.140  0.17
H: 0.754 1.143 3.137  0.23
H: -3.206 5.915 -6.589  0.42
H: -5.404 1.137 -3.785  0.30
H: -2.164 5.869 -4.440  0.41
H: 1.397 1.936 -0.143  0.27
H: -0.006 0.790 -2.846  0.30
H: -0.221 2.991 -1.876  0.23
H: -1.988 -2.547 -1.048  0.32
H: 2.157 1.166 4.174  0.56
H: -2.771 -3.691 1.739  0.53
H: 4.727 -4.873 3.023  0.32
H: 2.562 -4.176 2.491  0.37
H: -1.131 -3.835 1.136  0.27
H: 3.221 2.929 2.808  0.42
H: -3.677 -0.930 -0.214  0.36
H: 5.476 -0.650 -0.464  0.26
H: -4.556 5.863 -5.434  0.29
H: -1.706 -1.008 1.274  0.00
H: -4.050 -2.616 0.220  0.46
H: 1.632 3.344 3.361  0.43
H: 0.417 -3.661 3.683  0.28
H: 5.100 -2.100 4.309  0.22
H: 0.471 -2.790 2.180  0.15
H: 5.913 -2.751 2.824  0.25
H: -5.125 1.121 -5.517  0.31
H: -0.031 -1.604 4.958  0.39
H: 4.283 0.412 -0.912  0.26
H: -7.224 2.373 -4.848  0.39
H: 3.337 1.240 0.763  0.93
H: 4.090 -4.402 4.576  0.45
H: 6.197 -3.462 4.385  0.43
H: 3.123 -3.065 -1.354  0.36
H: -1.815 -3.497 3.670  0.32
H: -0.014 -0.659 3.490  0.02
H: -1.642 0.340 -2.406  0.30
H: -2.001 4.231 -5.052  0.23
H: -6.205 3.570 -4.026  0.27
H: -6.091 3.366 -5.768  0.22

Its HOMO energy is -11.685 eV. The calculation puts the gap between HOMO and LUMO at 7.75 eV. For the maximum force, the calculation gives 5.50 eV Å⁻¹. As for the multiplicity: 1. The net charge is +1. The calculation puts the electronic energy at -2479.913953 hartree.